128
Properties=species:S:1:pos:R:3:forces:R:3:mulliken_charge:R:1 method="wB97M-V/def2-TZVPD" e_tot_ev=-194588.4244 lumo_energy_ha=-0.0584
Sc 0.05108 -0.14741 -0.54252 -0.77 0.81 0.13 -1.61
C -3.22822 2.61167 1.22696 0.04 -0.08 0.03 -2.73
C -2.20524 1.81373 1.98979 -0.02 -0.10 0.09 1.37
C -0.95771 2.38283 2.27448 -0.02 -0.04 0.12 1.03
C -0.77298 3.84891 1.97870 0.07 -0.18 0.00 -2.36
C 0.02146 1.61757 2.90869 0.04 0.08 -0.08 1.85
C 1.38629 2.17416 3.21485 -0.11 0.04 -0.03 -2.14
C -0.26070 0.30244 3.31585 -0.11 -0.09 -0.01 0.91
C 0.80669 -0.43377 4.08297 -0.08 -0.05 -0.07 -1.83
C -1.52416 -0.24157 3.07962 0.11 0.10 0.00 1.08
C -1.91752 -1.63352 3.49756 0.06 0.07 -0.02 -1.73
C -2.50446 0.53322 2.44295 0.08 0.18 0.01 1.09
C -3.88750 -0.03104 2.33091 0.10 -0.02 -0.12 -2.08
H -3.92100 3.11547 1.90269 -0.12 0.09 0.00 0.49
H -3.79862 1.96526 0.56516 -0.11 0.01 -0.06 0.40
H -2.74816 3.36242 0.60867 -0.03 0.09 -0.06 0.41
H -0.60869 4.01670 0.91452 0.00 0.13 -0.03 0.15
H 0.06118 4.27355 2.52513 0.08 0.05 -0.02 0.44
H -1.66549 4.39567 2.28072 -0.02 0.08 -0.07 0.52
H 1.48448 2.38372 4.28078 0.07 0.03 0.13 0.47
H 1.58549 3.08804 2.66849 0.07 0.00 -0.03 0.23
H 2.15003 1.45206 2.93921 0.12 0.02 0.00 0.06
H 1.64304 -0.67808 3.43023 0.14 -0.01 0.06 -0.06
H 0.44694 -1.34882 4.54040 -0.02 -0.04 0.04 0.34
H 1.18154 0.19843 4.88592 0.11 0.00 0.06 0.57
H -1.10118 -2.19830 3.93218 0.04 -0.05 0.03 0.35
H -2.28036 -2.18777 2.63026 -0.12 -0.11 0.00 0.00
H -2.71976 -1.59316 4.23441 -0.09 -0.12 0.03 0.47
H -3.87240 -0.91474 1.70018 -0.12 -0.01 0.09 -0.07
H -4.59904 0.66983 1.91267 -0.07 0.06 -0.04 0.63
H -4.25389 -0.32827 3.31204 -0.08 -0.07 0.09 0.50
Br 0.70200 0.93500 -8.22278 0.00 -0.09 0.19 -0.19
C 0.54849 0.22402 -6.46810 -0.01 0.09 -0.09 -0.42
C 0.85922 -1.10633 -6.23627 -0.07 0.11 -0.20 -0.82
C 0.74598 -1.61919 -4.96132 -0.05 0.04 0.54 -0.79
C 0.31318 -0.81721 -3.89375 0.12 0.96 -1.57 -0.22
C 0.03590 0.53159 -4.15660 -0.09 -0.49 0.37 0.20
C 0.14351 1.04799 -5.43132 0.01 -0.01 -0.18 -0.34
N 0.21146 -1.27238 -2.58916 -0.42 -2.52 1.37 2.10
C -0.04188 -2.55027 -2.40872 0.31 2.15 -1.33 -0.41
C 0.00226 -3.18256 -1.13549 0.36 -1.11 1.94 -0.19
C -0.08962 -4.58497 -1.04283 0.07 0.99 -0.54 -1.16
C -0.09697 -5.18754 0.18943 0.09 0.31 0.76 -0.99
C 0.01614 -4.37887 1.32145 -0.14 -0.53 -0.62 -0.98
C 0.16281 -3.01665 1.15406 0.19 0.57 0.06 -0.19
N 0.15648 -2.40933 -0.03093 0.09 -0.63 -0.70 1.07
H 1.19214 -1.73205 -7.05125 0.04 -0.03 0.00 0.44
H 1.04006 -2.64274 -4.78392 0.06 -0.08 -0.01 0.55
H -0.27669 1.16794 -3.33653 0.09 -0.01 -0.09 0.11
H -0.07012 2.08864 -5.61922 -0.04 0.09 0.00 0.61
H -0.30579 -3.18624 -3.25081 0.12 0.06 -0.04 0.59
H -0.18224 -5.16141 -1.94859 -0.06 -0.08 -0.14 0.58
H -0.20728 -6.25742 0.28484 0.02 -0.05 -0.01 0.44
H -0.02878 -4.80914 2.30932 0.10 0.05 0.11 0.53
H 0.31294 -2.36571 2.00802 -0.05 0.01 -0.02 0.44
C 5.53312 2.23059 -3.43356 0.08 -0.02 -0.04 -0.68
C 4.36150 1.72228 -3.96948 0.07 -0.05 -0.14 -0.75
C 3.19213 1.75029 -3.23023 -0.11 -0.03 0.04 0.16
C 3.15589 2.28340 -1.94681 -0.38 0.06 0.36 0.32
C 4.34882 2.77372 -1.42252 -0.05 0.08 0.07 -0.59
C 5.52136 2.75438 -2.15266 0.23 0.05 -0.01 -0.56
Si 1.54751 2.42781 -0.89828 0.32 -0.29 -0.04 2.40
C 0.92068 4.17319 -1.44930 0.05 -0.64 0.19 0.23
C 1.07265 5.26152 -0.59175 0.09 -0.06 0.02 -0.42
C 0.58248 6.51333 -0.91421 -0.09 0.09 -0.02 -0.57
C -0.08902 6.70223 -2.11019 0.04 0.08 0.01 -0.66
C -0.21100 5.64733 -2.99825 -0.03 0.03 -0.14 -0.44
C 0.30225 4.40297 -2.67625 0.06 0.07 0.13 -0.66
H 6.45035 2.21521 -4.00510 0.07 0.00 -0.08 0.41
H 4.36086 1.30593 -4.96698 -0.01 -0.05 -0.11 0.48
H 2.28933 1.34036 -3.65797 -0.03 -0.05 -0.09 0.03
H 4.35690 3.18739 -0.42452 0.01 0.06 0.13 0.41
H 6.42975 3.15188 -1.72101 0.08 0.01 0.03 0.44
H 2.16507 2.85110 0.41882 -0.15 -0.15 -0.12 -0.78
H 1.59411 5.12339 0.34535 0.01 -0.02 0.11 0.42
H 0.71506 7.33719 -0.22900 0.00 0.11 0.08 0.40
H -0.49665 7.66929 -2.35742 -0.06 0.15 -0.05 0.39
H -0.70957 5.79853 -3.94302 -0.06 0.03 -0.18 0.41
H 0.22481 3.59782 -3.39347 -0.08 -0.15 -0.13 0.61
C 9.20189 -1.05558 0.39569 -0.23 0.04 -0.15 -2.25
C 8.07004 -0.85080 -0.61724 0.19 0.02 -0.07 2.30
C 8.09868 -2.03018 -1.59869 0.00 0.15 0.12 -1.77
C 8.33935 0.45524 -1.37584 0.02 -0.21 0.07 -1.36
C 6.69701 -0.75848 0.03314 0.06 -0.04 0.18 0.54
C 6.54104 -0.69477 1.41551 0.27 -0.04 -0.17 -0.47
C 5.29971 -0.58628 2.02301 -0.56 0.08 0.02 -1.90
C 4.19846 -0.53592 1.19992 0.56 -0.05 -0.60 1.02
O 2.87934 -0.40423 1.51002 -0.32 -0.10 0.59 -0.39
B 2.15951 -0.39402 0.31163 0.46 0.45 -0.10 0.58
O 3.08731 -0.52696 -0.74160 0.10 -0.32 -0.42 -0.43
C 4.33029 -0.60529 -0.18828 0.31 0.02 0.75 0.06
C 5.56537 -0.71253 -0.78581 -0.36 0.02 -0.01 -1.04
H 10.14288 -1.16597 -0.14018 0.09 0.00 -0.04 0.45
H 9.04251 -1.95376 0.98876 0.02 -0.08 0.10 0.48
H 9.29750 -0.19943 1.05965 0.02 0.05 0.13 0.43
H 9.10417 -2.15866 -1.99340 0.12 -0.03 -0.10 0.47
H 7.42619 -1.86444 -2.43486 -0.09 -0.03 -0.13 0.33
H 7.80359 -2.94834 -1.09580 -0.02 -0.13 0.03 0.38
H 9.30033 0.39779 -1.88282 0.15 0.04 -0.10 0.48
H 8.36166 1.29335 -0.68241 -0.01 0.12 0.05 0.35
H 7.56461 0.64377 -2.11304 -0.08 0.06 -0.11 0.09
H 7.40864 -0.72495 2.05405 0.10 -0.02 0.04 0.46
H 5.20217 -0.53441 3.09542 -0.02 0.02 0.15 0.51
H 5.63874 -0.74198 -1.86025 0.01 0.03 -0.20 0.38
N -8.32195 -1.42192 1.76300 -0.28 0.06 0.12 -0.57
C -7.12716 -1.61725 1.12302 0.22 -0.14 -0.14 1.23
C -6.27327 -2.65254 1.51402 -0.03 0.07 -0.10 -0.83
C -5.08371 -2.85517 0.84948 0.02 -0.12 0.07 -0.14
C -4.72104 -2.04608 -0.21524 0.67 -0.23 -0.26 -0.70
C -5.57739 -1.04546 -0.63905 -0.19 0.14 -0.05 0.03
C -6.76651 -0.82770 0.02732 0.10 -0.03 0.00 -1.10
S -3.07902 -2.32283 -0.88721 -0.35 -0.05 0.45 1.64
O -2.52698 -3.38359 -0.09135 -0.12 0.09 0.22 -0.74
O -3.14753 -2.54270 -2.31310 -0.15 -0.12 -0.07 -0.79
N -2.20444 -0.96958 -0.59612 0.15 -1.17 0.74 0.28
C -2.35833 0.03010 -1.44527 -1.12 0.79 -1.14 0.31
S -3.36553 0.01526 -2.88004 0.41 0.91 -0.46 -0.21
C -3.00877 1.70869 -3.08329 -0.01 -0.32 0.26 -0.63
C -2.13497 2.12621 -2.14835 -0.07 0.35 -0.23 -1.45
N -1.72542 1.17411 -1.24760 0.10 -0.52 0.36 0.41
H -8.43145 -1.83296 2.67466 -0.05 0.10 -0.04 0.20
H -8.78409 -0.53969 1.62117 -0.01 -0.06 0.10 0.20
H -6.54992 -3.28255 2.34696 0.01 -0.09 0.07 0.30
H -4.39512 -3.62586 1.15304 -0.01 -0.13 0.15 0.43
H -5.31936 -0.42855 -1.48248 -0.10 0.07 0.02 0.28
H -7.42603 -0.03455 -0.29406 -0.07 0.07 -0.07 0.32
H -3.45187 2.26128 -3.88546 -0.07 0.23 -0.15 0.59
H -1.74735 3.12586 -2.04902 0.09 0.07 -0.04 0.52



25
Properties=species:S:1:pos:R:3:forces:R:3:nbo_charge:R:1 method="wB97M-V/def2-TZVPD" e_tot_ev=-40701.8773 smiles="CNC(=O)N(NS(C)(=O)=O)S(C)(=O)=O" lumo_energy_ha=0.0228
C 3.42000 -0.57542 -0.27803 -1.81 1.42 -0.97 -0.40
N 2.04667 -0.00312 -0.20996 -0.28 0.16 -3.11 -0.63
C 1.42258 0.37614 0.85033 -2.77 0.77 1.42 0.85
O 1.71637 0.32299 2.01591 -0.01 0.13 -0.51 -0.62
N -0.16927 1.01183 0.52563 2.47 -1.19 1.22 -0.61
N -0.35111 1.64955 -0.66453 -0.85 -0.37 -1.67 -0.67
S -0.77690 0.87786 -2.19121 1.89 2.34 -0.29 2.23
C -2.34694 0.10452 -2.13054 -0.52 0.18 2.13 -0.90
O -0.85947 2.04605 -3.08044 -0.28 -1.86 1.43 -0.92
O 0.28163 -0.08733 -2.41349 -0.59 -0.03 0.05 -0.95
S -1.47388 0.06641 1.11000 1.58 -0.40 -0.66 2.22
C -1.07865 -0.20862 2.89007 -4.09 1.15 -1.62 -0.81
O -1.36121 -1.21858 0.42876 -0.53 0.71 0.78 -0.95
O -2.63141 0.89124 0.88794 -0.16 -0.23 0.36 -0.94
H 4.12156 0.22398 -0.51401 0.16 -0.09 0.26 0.21
H 3.63479 -1.07332 0.63672 0.34 -0.63 0.42 0.22
H 3.26426 -1.16308 -1.17395 0.94 -0.83 0.19 0.22
H 1.53975 0.03718 -1.15996 0.66 0.04 1.95 0.46
H -0.78956 2.57338 -0.62151 0.08 -0.42 0.12 0.41
H -2.41169 -0.95861 -1.90090 0.67 0.24 0.24 0.28
H -2.90194 0.69635 -1.37215 0.17 -0.52 -0.43 0.28
H -2.78606 0.27910 -3.05151 -0.72 0.46 -2.00 0.26
H -1.13442 -1.24564 2.90575 0.00 -1.94 0.43 0.24
H -0.12936 0.12974 3.03914 2.39 1.16 0.75 0.27
H -1.93618 0.24253 3.46652 1.25 -0.26 -0.50 0.25



59
Properties=species:S:1:pos:R:3:forces:R:3:nbo_charge:R:1 method="wB97M-V/def2-TZVPD" e_tot_ev=-59165.6570 smiles="COc1ccc(C)cc1S(=O)(=O)N1CCN(S(=O)(=O)c2cc(C)ccc2OC)[C@H](C)C1" lumo_energy_ha=0.0161
C 2.51772 -2.93459 1.58904 -0.08 -0.04 0.18 -0.26
O 2.55991 -2.36049 0.29953 -0.09 0.03 -0.06 -0.52
C 1.56304 -2.65687 -0.56457 -0.09 -0.29 -0.03 0.41
C 0.47395 -3.47926 -0.28843 0.27 0.08 0.16 -0.30
C -0.50092 -3.68865 -1.24631 0.10 0.08 -0.16 -0.16
C -0.42486 -3.11369 -2.50738 0.11 -0.03 0.03 -0.05
C -1.50459 -3.31788 -3.52571 0.01 0.10 0.07 -0.62
C 0.67416 -2.31397 -2.78659 -0.14 -0.13 -0.07 -0.15
C 1.64452 -2.09274 -1.83448 0.73 0.41 -0.04 -0.42
S 3.01777 -1.03475 -2.26369 0.56 0.38 -0.24 2.35
O 2.90977 -0.74846 -3.66779 -0.47 0.01 0.12 -0.95
O 4.25696 -1.57484 -1.78629 -0.29 -0.06 0.26 -0.93
N 2.79033 0.41482 -1.49096 -0.07 -1.04 -0.35 -0.70
C 3.35018 0.67515 -0.19651 0.28 0.07 0.32 -0.24
C 2.27275 0.81097 0.90074 0.29 -0.21 0.38 -0.23
N 0.99112 1.20716 0.35273 -0.67 -0.83 -0.10 -0.69
S -0.24285 0.08673 0.39903 -0.47 0.30 0.35 2.34
O -0.68118 -0.30326 -0.91414 -0.03 0.34 0.07 -0.95
O 0.11413 -0.95998 1.31319 0.13 0.27 0.20 -0.95
C -1.57528 1.02085 1.15014 0.60 -0.35 -0.14 -0.39
C -2.80701 1.07651 0.53669 -0.01 0.02 0.04 -0.16
C -3.86463 1.76659 1.11911 0.11 0.04 0.07 -0.05
C -5.20730 1.81250 0.45767 0.00 -0.11 0.03 -0.62
C -3.63637 2.38776 2.33946 0.03 -0.12 -0.20 -0.16
C -2.40424 2.32903 2.96946 0.34 -0.05 0.13 -0.32
C -1.34849 1.63676 2.38082 -0.11 0.11 0.09 0.40
O -0.10433 1.51454 2.89492 -0.15 0.01 0.07 -0.50
C 0.15889 2.06715 4.16585 0.02 0.09 0.16 -0.25
C 1.10801 2.05760 -0.81803 -0.19 0.12 -0.51 -0.05
C -0.22383 2.67920 -1.21112 0.28 0.15 -0.07 -0.63
C 1.72250 1.25968 -1.97593 -0.11 0.37 -0.42 -0.23
H 1.62381 -2.60587 2.12692 0.08 -0.07 0.00 0.20
H 2.54647 -4.02738 1.53894 0.01 0.05 -0.02 0.18
H 3.41186 -2.57524 2.09653 -0.06 -0.05 0.01 0.20
H 0.36370 -3.93354 0.68225 0.02 -0.02 0.11 0.22
H -1.34596 -4.31588 -0.99936 -0.08 -0.07 0.02 0.21
H -2.23140 -2.50895 -3.45363 -0.13 0.02 -0.08 0.22
H -2.02420 -4.25869 -3.35982 -0.06 -0.06 -0.05 0.21
H -1.09110 -3.31152 -4.53108 -0.04 -0.03 -0.11 0.22
H 0.80303 -1.84758 -3.75096 -0.04 0.01 -0.15 0.24
H 4.01945 -0.15974 0.00934 0.06 0.20 0.23 0.26
H 3.94538 1.59782 -0.24774 -0.01 -0.15 0.02 0.18
H 2.58268 1.56270 1.63728 0.02 -0.08 -0.04 0.19
H 2.10651 -0.13255 1.41511 0.27 0.07 0.04 0.25
H -2.92137 0.56725 -0.40761 -0.07 -0.03 -0.17 0.24
H -5.77111 0.91079 0.69617 -0.12 -0.03 -0.03 0.22
H -5.10056 1.86350 -0.62280 -0.07 0.03 -0.10 0.22
H -5.78007 2.67070 0.79962 -0.08 0.05 -0.03 0.22
H -4.43870 2.93149 2.81687 -0.08 0.07 0.04 0.21
H -2.27750 2.82517 3.91850 0.07 0.03 0.08 0.22
H 0.05019 3.15657 4.16015 -0.01 -0.05 0.00 0.18
H -0.49273 1.63864 4.93311 0.01 0.02 -0.04 0.18
H 1.19268 1.80868 4.38738 -0.06 0.04 0.03 0.20
H 1.79928 2.86159 -0.52994 -0.10 -0.12 0.03 0.20
H -0.91431 1.90867 -1.53779 -0.10 0.07 -0.12 0.23
H -0.06531 3.38017 -2.02730 -0.02 0.07 -0.08 0.22
H -0.65698 3.21116 -0.36709 -0.03 0.09 0.02 0.22
H 0.95785 0.62091 -2.42419 -0.07 0.21 -0.02 0.23
H 2.10861 1.93756 -2.74929 -0.17 0.00 0.07 0.20